DFT (ωB97M-V/def2-TZVPD) results for C22H14BeN4O4 as an isolated structure.

Last column: Mulliken charge in e.
Geometry (Å):
Be (0.1592, -0.0613, -0.1039)  -0.516
C (1.9050, 3.5564, 1.6131)  -0.898
C (0.9095, 3.8461, 2.5353)  -0.461
C (-0.2694, 3.1225, 2.4949)  -0.763
C (-0.4159, 2.1280, 1.5315)  0.389
N (0.5613, 1.8375, 0.6653)  0.164
C (1.6814, 2.5329, 0.7018)  0.093
C (-1.6087, 1.3084, 1.3438)  0.674
C (-2.8029, 1.4166, 2.0445)  -0.664
C (-3.8409, 0.5491, 1.7205)  -0.821
C (-3.6594, -0.4040, 0.7329)  -0.756
C (-2.4348, -0.4509, 0.0714)  0.592
N (-1.4585, 0.4062, 0.3786)  0.542
C (-2.0583, -1.3550, -0.9986)  0.478
C (-2.8959, -2.3072, -1.5805)  -0.808
C (-2.4234, -3.0556, -2.6418)  -0.460
C (-1.1280, -2.8329, -3.0942)  -0.905
C (-0.3527, -1.8869, -2.4405)  0.058
N (-0.7964, -1.1723, -1.4202)  0.310
H (2.8328, 4.1056, 1.6032)  0.417
H (1.0497, 4.6248, 3.2691)  0.449
H (-1.0547, 3.3159, 3.2063)  0.343
H (2.4321, 2.2777, -0.0339)  0.392
H (-2.9363, 2.1494, 2.8212)  0.371
H (-4.7859, 0.6237, 2.2339)  0.448
H (-4.4533, -1.0896, 0.4893)  0.381
H (-3.8934, -2.4588, -1.2042)  0.359
H (-3.0513, -3.7937, -3.1146)  0.456
H (-0.7289, -3.3854, -3.9302)  0.421
H (0.6597, -1.6884, -2.7633)  0.418
O (6.0326, -0.4034, -3.3727)  -0.705
C (5.8126, -0.8876, -2.2693)  0.449
O (6.4696, -1.5463, -1.4780)  -0.689
C (4.3211, -0.5862, -1.7639)  0.170
C (3.4830, 0.2107, -2.5377)  -0.817
C (2.1899, 0.4447, -2.1152)  -0.513
N (1.7107, -0.0667, -0.9847)  0.792
C (2.5162, -0.8218, -0.2339)  0.687
C (3.8257, -1.1110, -0.5790)  -0.942
C (1.8510, -1.3310, 1.0226)  0.340
O (2.4494, -1.9843, 1.8459)  -0.700
O (0.6160, -0.9765, 1.0860)  -0.451
H (3.8590, 0.6266, -3.4594)  0.526
H (1.5059, 1.0543, -2.6887)  0.541
H (4.4331, -1.7335, 0.0633)  0.607

Computed properties:
electronic energy = -37597.641 eV
E_HOMO = -7.3453 eV
total charge = 0



DFT (ωB97M-V/def2-TZVPD) results for a 7-piece molecular cluster, H14O7 overall.

Last column: Mulliken charge in e.
Geometry (Å):
O (17.3360, 17.9280, 3.1730)  -0.620
H (17.5200, 17.3000, 3.9070)  0.346
H (17.5390, 18.8090, 3.4640)  0.286
O (17.1890, 15.1460, 4.4710)  -0.593
H (18.0220, 15.5250, 4.7080)  0.315
H (17.3280, 14.5320, 3.8100)  0.309
O (19.2070, 16.4060, 5.9490)  -0.585
H (18.8160, 17.2300, 6.3470)  0.329
H (19.5820, 15.8400, 6.5960)  0.249
O (17.3710, 18.2730, 6.4590)  -0.672
H (17.1260, 19.0390, 5.9150)  0.288
H (16.7330, 17.5760, 6.3070)  0.354
O (20.8240, 13.7860, 7.2630)  -0.672
H (20.1160, 13.4480, 7.7780)  0.341
H (21.6380, 13.4740, 7.7060)  0.295
O (20.5840, 13.3210, 4.5920)  -0.622
H (20.4950, 13.2460, 5.5410)  0.376
H (21.4180, 13.0310, 4.2540)  0.274
O (20.7020, 16.1010, 3.1590)  -0.608
H (20.4770, 15.1990, 3.2550)  0.292
H (20.6020, 16.4230, 4.0440)  0.318

Computed properties:
electronic energy = -14559.803 eV
E_HOMO = -10.4845 eV
total charge = 0
SMILES string = O.O.O.O.O.O.O
relative energy (zero: lowest compared OMol25 entry of this formula, charge and spin) = 38.2 kcal per mole



DFT (ωB97M-V/def2-TZVPD) results for one molecule with the formula C6H10ClN3OS.

Last column: Mulliken charge in e.
Geometry (Å):
C (-2.3328, -1.6757, 0.3473)  -1.151
C (-1.3839, -0.4692, 0.7951)  -0.236
C (-1.0205, 0.5728, -0.1920)  -0.802
C (0.1442, 1.3823, 0.3197)  -0.383
S (0.3431, 3.1046, -0.4156)  -0.244
N (1.3774, 0.7197, 0.0640)  0.237
N (1.6012, 0.1628, -1.1740)  -0.198
C (2.4539, -0.9780, -1.0339)  0.415
O (2.8518, -1.6138, -1.9651)  -0.571
N (2.7571, -1.0447, 0.3203)  -0.529
C (2.1015, -0.0988, 0.8922)  0.528
Cl (2.1814, 0.2244, 2.5924)  -0.127
H (-1.7614, -1.7726, -0.6350)  0.260
H (-2.0866, -2.5880, 0.8505)  0.365
H (-3.3643, -1.4011, 0.2061)  0.339
H (-1.9301, 0.0307, 1.6542)  0.311
H (-0.3781, -0.8586, 0.9695)  0.174
H (-0.5846, 0.1522, -1.0726)  0.493
H (-1.9640, 1.0860, -0.5198)  0.372
H (0.0824, 1.4100, 1.4459)  0.373
H (-0.6820, 3.0475, -1.3570)  0.164
H (1.5943, 0.6075, -2.0924)  0.210

Computed properties:
electronic energy = -36257.981 eV
E_HOMO = -9.2980 eV
total charge = 0
SMILES string = CCC[C@H](S)n1[nH]c(=O)nc1Cl
relative energy (zero: lowest compared OMol25 entry of this formula, charge and spin) = 4.9 kcal per mole



DFT (ωB97M-V/def2-TZVPD) results for one molecule with the formula C5H8N2S.

Last column: Mulliken charge in e.
Geometry (Å):
H (0.9230, -2.6770, -0.9480)  0.205
N (0.6490, -1.8970, -0.3861)  -0.674
C (0.0438, -0.9454, -0.9583)  0.501
S (-0.3133, -0.6477, -2.7146)  -0.165
C (-0.8560, 0.8917, -2.3029)  -0.299
C (-0.8260, 1.2424, -1.0488)  -0.454
N (-0.3986, 0.1806, -0.2738)  0.084
C (-0.3898, 0.0788, 1.2025)  -0.483
C (1.0415, 0.0442, 1.8551)  -0.933
H (-1.1791, 1.5389, -3.0745)  0.387
H (-1.2052, 2.0721, -0.5353)  0.377
H (-0.7274, -0.9814, 1.4242)  0.273
H (-1.0201, 0.8385, 1.7011)  0.365
H (1.7823, -0.2274, 1.0127)  0.275
H (1.2291, 1.0792, 2.2638)  0.279
H (1.2469, -0.5905, 2.7829)  0.262

Computed properties:
electronic energy = -19129.047 eV
E_HOMO = -7.7312 eV
total charge = 0
SMILES string = [H]/N=c1\sccn1CC
relative energy (zero: lowest compared OMol25 entry of this formula, charge and spin) = 31.7 kcal per mole



DFT (ωB97M-V/def2-TZVPD) results for a 2-piece molecular cluster, C5H12O2 overall.

Last column: Mulliken charge in e.
Geometry (Å):
C (-2.2222, -0.5841, -0.7912)  -0.934
C (-0.9175, -0.5534, -1.0588)  -0.483
C (0.1609, -0.7329, -0.0080)  0.274
O (-0.3271, -0.5431, 1.3020)  -0.600
C (1.4044, 0.1228, -0.2869)  -0.302
C (2.5885, -0.3125, 0.5723)  -1.205
H (-2.5665, -0.7455, 0.2285)  0.342
H (-2.9732, -0.4805, -1.5698)  0.269
H (-0.5750, -0.4183, -2.0857)  0.258
H (0.4712, -1.7878, -0.0491)  0.360
H (-0.6593, 0.3738, 1.3548)  0.455
H (1.6665, 0.0486, -1.3511)  0.336
H (1.1588, 1.1771, -0.0938)  0.267
H (3.4552, 0.3412, 0.4314)  0.360
H (2.3127, -0.3034, 1.6309)  0.296
H (2.8948, -1.3344, 0.3158)  0.303
O (-1.6189, 2.0267, 0.7320)  -0.697
H (-1.6393, 1.5840, -0.1297)  0.379
H (-2.5415, 2.0069, 1.0194)  0.321

Computed properties:
electronic energy = -9474.016 eV
E_HOMO = -9.8844 eV
total charge = 0
SMILES string = C=C[C@H](O)CC.O
relative energy (zero: lowest compared OMol25 entry of this formula, charge and spin) = 25.8 kcal per mole



DFT (ωB97M-V/def2-TZVPD) results for one molecule with the formula C3H7NOS2.

Last column: Mulliken charge in e.
Geometry (Å):
C (-1.1108, -0.4564, -1.8709)  -0.903
C (0.1758, -0.9960, -1.2456)  -0.579
S (1.0487, 0.2026, -0.2157)  -0.032
C (0.1717, 0.1024, 1.3067)  0.245
S (-1.0212, -0.9629, 1.7119)  -0.381
N (0.5516, 1.0621, 2.1783)  -0.144
O (1.7555, 1.7236, 1.9961)  -0.425
H (-0.8983, 0.4416, -2.4440)  0.302
H (-1.5505, -1.2413, -2.5094)  0.301
H (-1.8650, -0.1984, -1.0870)  0.268
H (-0.0073, -1.8925, -0.6541)  0.351
H (0.8940, -1.2581, -2.0079)  0.372
H (0.3397, 0.8843, 3.2077)  0.275
H (1.5161, 2.5891, 1.6336)  0.350

Computed properties:
electronic energy = -28431.054 eV
E_HOMO = -8.6467 eV
total charge = 0
SMILES string = CCSC(=S)NO
relative energy (zero: lowest compared OMol25 entry of this formula, charge and spin) = 50.5 kcal per mole



Number 1: LUMO -1.74 eV. Number 2: LUMO 0.03 eV. Number 3: LUMO 0.43 eV. Number 4: LUMO 0.84 eV. Number 5: LUMO 0.85 eV. Number 6: LUMO 0.48 eV.